Entry 1:
A 19-piece molecular cluster, C44H31Cl73N4O3 overall, computed with wB97M-V/def2-TZVPD.

```
155
Properties=species:S:1:pos:R:3:lowdin_charge:R:1
Cl 9.138 9.421 -8.715 0.522
Cl 11.960 -0.926 -6.120 0.501
Cl 9.893 0.794 -5.047 0.522
Cl 0.653 -3.052 -3.489 0.568
Cl 9.702 -2.068 -4.720 0.488
Cl -9.451 5.849 3.290 0.530
Cl -15.748 -2.049 12.517 0.469
C 9.106 7.784 -9.389 -2.036
C -9.397 4.200 2.650 -2.005
C 12.100 4.012 -7.278 -2.018
H 4.176 1.695 -0.633 0.086
Cl -15.667 -4.725 13.604 0.531
H 3.083 -0.268 1.924 0.105
Cl -17.211 0.686 14.166 0.501
C 7.455 -0.220 0.412 -0.144
C 2.625 0.713 2.143 -0.189
O -6.177 3.408 -2.081 0.041
Cl -5.671 -0.298 8.707 0.523
C -3.826 -0.161 -1.924 -0.141
Cl 12.208 -5.735 -9.359 0.521
Cl 10.610 -4.001 -7.691 0.507
C -5.670 -3.403 0.153 -1.948
Cl 9.037 7.875 -11.156 0.523
H -6.441 2.658 0.545 0.105
Cl -8.473 -3.488 5.525 0.530
Cl -2.442 5.113 0.658 0.621
Cl -3.023 7.844 -0.095 0.531
H 0.091 -5.728 0.796 0.094
C -4.215 1.211 0.474 -0.074
Cl -15.238 -2.448 15.332 0.515
H -3.449 4.474 3.788 0.114
Cl -6.186 -1.843 4.895 0.518
Cl -4.956 -3.695 1.755 0.476
H 0.818 1.895 1.801 0.122
Cl 10.564 6.912 -8.899 0.475
Cl 14.005 2.393 -11.452 0.513
C 5.959 1.579 0.529 -0.233
C -6.057 -1.299 10.110 -2.039
H 1.306 0.751 0.442 0.110
Cl 16.210 0.548 -11.726 0.529
N -1.654 -0.944 -1.233 0.207
C 0.510 -1.741 -0.431 -0.050
Cl 10.362 4.343 -7.150 0.495
H -3.665 -0.692 -2.872 0.075
Cl 9.332 -0.887 -7.330 0.518
Cl -10.976 -2.320 12.108 0.519
Cl -9.376 4.253 0.879 0.521
N 1.222 -3.890 0.887 -0.131
C -16.145 2.089 14.325 -2.043
H -7.283 1.168 0.024 0.126
Cl -15.592 2.594 12.721 0.519
Cl -11.078 0.359 11.028 0.516
C 1.213 0.899 1.539 -0.193
C -4.461 1.945 1.762 -0.161
Cl -0.669 7.249 1.473 0.525
Cl 11.411 -7.062 -12.919 0.510
Cl -8.690 2.478 -2.098 0.605
Cl -7.437 -3.427 0.287 0.526
Cl 12.546 -2.866 -9.512 0.473
N -2.034 0.554 1.270 0.215
H 6.255 1.458 1.592 0.114
H 1.396 -4.591 -1.144 0.066
Cl 14.300 -7.108 -12.969 0.519
C 4.987 -0.951 -3.477 -2.019
Cl -5.178 -0.695 11.524 0.525
Cl 4.118 -1.651 -2.096 0.530
C 11.375 -4.174 -9.275 -2.021
Cl 7.678 6.926 -8.787 0.518
C 3.548 1.820 1.490 -0.191
Cl -7.933 3.385 3.232 0.646
O 6.761 0.774 -0.346 -0.247
Cl -13.196 -0.589 12.752 0.463
H 2.893 -3.857 -0.425 0.065
C 0.185 -0.197 2.012 -0.116
H 0.677 -1.836 -1.530 0.031
H 4.368 0.152 0.239 0.075
C -0.963 -0.157 0.987 -0.187
H -6.497 1.764 4.469 0.081
H -0.185 0.028 3.032 0.123
Cl 15.739 1.871 -9.199 0.519
Cl -5.962 -3.922 6.899 0.488
C -5.008 0.523 -1.739 -0.119
C 4.442 1.251 0.347 -0.190
C 2.030 -4.527 -0.237 -0.047
H 2.344 -5.514 0.132 0.088
Cl 4.028 -1.178 -4.948 0.530
N -5.028 3.214 4.262 0.058
Cl 8.313 -3.334 1.916 0.538
Cl 10.139 -4.091 -10.541 0.517
C -5.696 2.152 3.817 -0.315
Cl -14.747 1.656 15.321 0.509
C -6.553 1.944 -0.291 -0.114
H 2.899 2.603 1.045 0.105
C -4.053 3.615 3.449 -0.137
H -2.882 3.458 1.592 -0.035
Cl -1.684 -4.624 -2.825 0.555
Cl 5.254 0.773 -3.200 0.573
C 14.968 1.162 -10.625 -2.036
H 4.180 2.339 2.236 0.105
Cl 12.384 2.283 -7.035 0.490
H 1.279 -5.637 2.106 0.090
Cl -6.217 -4.626 4.116 0.479
Cl -0.793 6.460 -1.306 0.524
C -11.457 -0.648 12.434 -2.029
C -16.130 -3.048 13.926 -2.035
H 6.172 2.633 0.259 0.128
C -3.715 3.061 2.203 -0.068
Cl 11.064 -2.893 1.157 0.528
Cl 6.550 -1.752 -3.659 0.504
Cl -7.259 4.714 -7.310 0.519
C 0.534 -5.036 1.544 -0.103
Cl -6.815 5.517 -4.571 0.530
H 7.964 0.193 1.309 0.089
Cl -17.027 3.418 15.092 0.525
C 0.202 -3.142 0.203 -0.458
H 2.661 0.912 3.235 0.112
Cl -5.148 -1.845 -0.551 0.742
C 9.555 -3.701 0.712 -2.038
Cl -10.576 -0.045 13.846 0.525
Cl -1.968 -2.211 -4.385 0.557
Cl -10.827 3.308 3.195 0.526
C -6.711 -3.462 5.354 -2.017
H 1.392 -1.257 0.018 0.095
H -5.735 0.496 -2.558 0.126
Cl -4.567 4.836 -6.264 0.518
C -5.205 1.225 -0.490 -0.184
H 0.648 -1.200 2.071 0.106
Cl -17.869 -2.968 14.253 0.518
C 10.222 -0.768 -5.806 -2.028
Cl 9.817 -5.450 0.649 0.528
C -2.769 -0.216 -0.938 -0.243
Cl 12.829 -6.184 -15.279 0.523
C -2.961 0.491 0.272 -0.146
Cl -0.726 -4.538 -5.550 0.530
Cl 12.967 4.933 -6.040 0.534
Cl -7.797 -1.234 10.425 0.503
Cl 13.914 -0.171 -10.125 0.480
C -0.937 -3.606 -4.058 -2.006
O -0.941 -3.530 0.112 0.055
C -6.977 2.706 -1.563 -0.783
Cl -6.368 2.778 -5.353 0.523
Cl -5.578 -2.970 9.788 0.487
Cl -5.140 -4.703 -0.933 0.518
C -1.731 6.669 0.181 -2.014
H -6.113 0.616 2.314 0.125
C -5.497 1.473 2.606 -0.044
Cl 9.025 -3.127 -0.877 0.522
Cl 12.897 -4.585 -12.873 0.502
C -6.253 4.461 -5.876 -2.044
C 12.859 -6.234 -13.510 -2.047
H 6.707 -0.975 0.742 0.077
H -0.239 -4.707 2.256 0.092
Cl 12.687 4.482 -8.880 0.492
C -0.784 -0.913 -0.248 -0.187
H 8.253 -0.667 -0.234 0.047
```

HOMO level	-9.0	eV
gap between HOMO and LUMO	0.3185	hartree

***

Entry 2:
C24H31BN13OSTi as an isolated structure, computed with wB97M-V/def2-TZVPD.

```
72
Properties=species:S:1:pos:R:3:lowdin_charge:R:1
H 1.130 4.206 2.327 0.079
C 1.890 1.215 -2.275 -0.162
C -1.865 0.077 1.997 -0.041
H 0.964 0.643 1.744 0.071
H 3.238 1.931 -3.891 0.098
H -0.716 -4.643 4.120 0.105
C -1.718 -1.427 3.956 -0.041
O -0.717 -1.978 0.507 -0.196
C -0.699 -3.449 2.353 -0.008
C -1.436 -2.657 4.508 -0.093
N -1.515 0.422 0.809 -0.166
N -2.787 3.552 -0.318 0.150
C 4.456 -2.968 -3.099 -0.105
C 2.902 -3.676 -0.219 -0.044
B 2.083 -2.399 -2.329 -0.629
H -0.315 -4.231 1.710 0.121
H 3.290 -4.099 1.915 0.098
H 1.512 5.629 1.337 0.078
C 1.141 4.604 1.311 -0.070
C 0.015 -3.581 -3.509 -0.047
C 2.999 -0.229 -3.494 -0.056
C -1.477 -1.172 2.602 -0.144
H 1.824 4.001 0.707 0.070
C -1.518 -2.465 -2.397 -0.161
N -0.686 3.168 0.747 0.068
H -3.459 3.003 -0.836 0.090
H -2.454 4.352 -0.828 0.060
C 2.242 -2.236 1.297 -0.138
H -2.182 5.520 1.240 0.065
H 4.058 -5.812 -4.611 0.100
H 0.619 5.834 -0.816 0.078
C -0.221 5.146 -0.714 -0.045
H -2.121 -3.973 -3.906 0.097
N 2.299 -2.628 -0.809 0.028
H -2.135 -0.636 4.570 0.114
C -1.351 -3.449 -3.368 -0.034
S -1.362 0.677 -1.928 0.415
H 2.031 -1.702 2.210 0.116
C -0.946 -2.192 1.782 -0.318
C -0.932 -3.672 3.693 -0.075
H -0.743 6.471 1.650 0.081
H 0.519 1.804 0.631 0.040
C -1.160 5.462 1.611 -0.053
H 6.120 -4.130 -3.955 0.091
H -1.615 -2.837 5.559 0.100
H 3.603 -0.762 -4.208 0.121
N 1.892 -1.741 0.115 -0.009
N 2.854 -4.393 -3.681 0.069
N 0.610 -2.724 -2.657 0.049
C 5.071 -4.005 -3.750 -0.063
H -1.122 5.705 -0.974 0.068
C -0.276 4.573 0.724 -0.626
H -1.193 5.064 2.626 0.081
C -1.806 2.752 0.238 -0.568
H 2.004 0.962 0.523 0.065
H -2.547 0.724 2.546 0.144
H 1.447 2.094 -1.837 0.094
H 0.607 -4.229 -4.125 0.099
N 1.022 0.862 0.754 0.024
H 3.299 -4.495 -0.796 0.128
H 4.876 -2.088 -2.639 0.125
C 4.013 -4.869 -4.091 -0.153
C 2.802 1.126 -3.327 -0.032
N -0.333 -2.029 -1.982 -0.106
C 2.892 -3.464 1.144 -0.041
Ti -0.071 -0.567 -0.462 0.762
H -2.424 -2.050 -1.992 0.099
N 3.119 -3.214 -3.080 -0.016
N 2.255 -0.880 -2.583 0.035
N 1.565 0.004 -1.838 -0.090
H -0.105 4.341 -1.442 0.077
N -2.201 1.451 0.234 -0.123
```

energy above the lowest of the compared OMol25 structures with the same formula, charge and spin	26.1	kcal per mole
HOMO level (alpha / beta)	-6.9 / -7.6	eV
multiplicity	2
gap between HOMO and LUMO (alpha / beta)	0.2568 / 0.2596	hartree

***

Entry 3:
One molecule with the formula C10H18OS, computed with wB97M-V/def2-TZVPD.

```
30
Properties=species:S:1:pos:R:3:lowdin_charge:R:1
C -1.345 -2.045 -1.295 -0.098
H 1.221 -0.930 2.083 0.093
C -0.698 -0.115 0.392 -0.344
H -3.443 -0.962 -0.162 0.090
H -0.309 -2.268 -1.173 0.082
C -1.587 -0.612 -1.183 -0.353
C -0.134 2.126 -0.452 -0.056
C 1.384 1.052 1.308 -0.185
C 2.028 -0.200 1.768 -0.202
O -0.771 -0.382 2.999 -0.564
H -3.189 0.694 -0.731 0.048
H 1.997 1.898 1.053 0.118
H 3.662 -1.504 2.199 0.061
H -1.748 -2.310 -2.211 0.069
H -0.524 2.733 0.472 0.121
C 1.434 0.208 -1.091 -0.030
H 1.700 -0.808 -0.909 0.050
H -0.997 1.987 -1.148 0.081
H -1.332 0.067 -1.906 0.073
H -3.467 -0.537 -1.974 0.094
H 0.659 2.843 -0.775 0.091
H 0.886 0.138 -2.118 0.110
C -3.050 -0.295 -0.992 -0.096
C 3.320 -0.507 1.879 0.011
S -1.323 -0.806 1.700 0.956
C 0.499 0.813 0.054 -0.538
H -1.984 -2.568 -0.647 0.066
H 0.685 1.204 2.116 0.099
H 4.041 0.270 1.728 0.047
H 2.387 0.820 -0.982 0.108
```

energy above the lowest of the compared OMol25 structures with the same formula, charge and spin	85.3	kcal per mole
HOMO level	-9.1	eV
gap between HOMO and LUMO	0.3505	hartree

***

Entry 4:
One molecule with the formula C2H4ClOP, computed with wB97M-V/def2-TZVPD.

```
9
Properties=species:S:1:pos:R:3:lowdin_charge:R:1
C 1.723 -0.911 0.153 -0.736
H -0.758 -0.399 -0.759 -0.025
Cl 1.382 -0.993 -1.539 0.561
P 0.416 -0.542 1.093 0.635
H 0.049 1.082 -0.224 0.024
H 2.514 -1.614 0.513 0.040
C -0.603 0.303 -0.008 -0.277
O 0.399 -0.345 2.552 -0.350
H -1.599 0.826 0.385 0.129
```

energy above the lowest of the compared OMol25 structures with the same formula, charge and spin	47.5	kcal per mole
HOMO level	-8.9	eV
gap between HOMO and LUMO	0.3197	hartree

***

Entry 5:
C6H14 as an isolated structure, computed with wB97M-V/def2-TZVPD.

```
20
Properties=species:S:1:pos:R:3:lowdin_charge:R:1
H 1.351 -0.317 -1.800 0.078
H 0.466 0.855 1.416 0.116
C 1.632 -0.277 0.221 -0.318
H 2.950 1.374 0.301 0.073
H 1.541 -1.359 0.095 0.116
C 2.843 0.289 0.293 -0.080
H -0.702 -1.402 -1.536 0.063
H 3.747 -0.308 0.223 0.062
C -0.986 -0.310 0.348 -0.444
H -2.390 -1.253 -1.015 0.076
H 0.266 1.365 -0.254 0.130
H -3.035 -0.036 1.044 0.076
H -1.548 0.142 -1.710 0.083
H -0.845 -1.221 0.948 0.133
H -1.823 0.795 2.037 0.076
C -2.091 0.520 1.010 -0.092
H 1.985 -0.050 -1.411 0.067
H -2.273 1.446 0.450 0.083
C 0.335 0.480 0.398 -0.203
C -1.424 -0.732 -1.058 -0.092
```

energy above the lowest of the compared OMol25 structures with the same formula, charge and spin	72.0	kcal per mole
HOMO level	-8.6	eV
gap between HOMO and LUMO	0.3626	hartree

***

Entry 6:
A 2-piece molecular cluster, C2H3F2NO3 overall, computed with wB97M-V/def2-TZVPD.

```
11
Properties=species:S:1:pos:R:3:lowdin_charge:R:1
N -0.771 0.559 -1.084 -0.441
O -0.451 0.075 -2.123 0.106
O 1.600 0.768 -0.339 0.055
H -0.128 1.547 0.629 0.145
F 0.930 -1.784 0.843 0.104
F -0.134 -0.581 2.302 0.058
C -0.124 -1.034 1.023 -0.199
O -1.838 0.840 -0.614 0.078
C 0.286 0.835 -0.080 -0.142
H 1.558 0.259 -1.201 0.140
H -0.928 -1.485 0.644 0.095
```

energy above the lowest of the compared OMol25 structures with the same formula, charge and spin	49.1	kcal per mole
HOMO level (alpha / beta)	-9.4 / -9.4	eV
gap between HOMO and LUMO (alpha / beta)	0.3322 / 0.3322	hartree

***

Entry 7:
One molecule with the formula C3H2N4O, computed with wB97M-V/def2-TZVPD.

```
10
Properties=species:S:1:pos:R:3:lowdin_charge:R:1
C 0.629 -0.064 -0.912 -0.489
H -0.199 -0.469 2.278 0.087
C 0.709 -0.783 0.444 0.029
H 1.430 -1.611 0.256 0.141
N -0.831 1.052 0.959 0.027
N -0.642 -0.246 -1.587 0.116
N -1.251 1.473 -0.128 0.011
C -0.025 -0.113 1.305 -0.102
O 1.670 0.240 -1.371 0.149
N -1.489 0.520 -1.242 0.033
```

energy above the lowest of the compared OMol25 structures with the same formula, charge and spin	88.0	kcal per mole
HOMO level	-9.3	eV
gap between HOMO and LUMO	0.3028	hartree
structure (SMILES)	O=c1ccnnnn1

***

Entry 8:
C10H22MnN2SSe2 as an isolated structure, computed with wB97M-V/def2-TZVPD.

```
38
Properties=species:S:1:pos:R:3:lowdin_charge:R:1
C -1.597 -1.296 2.933 -0.297
S -1.282 -2.216 -1.813 0.540
H -2.572 -1.071 2.508 0.047
C -2.160 0.976 -1.181 -0.126
C 2.145 -2.976 1.510 -0.444
C -0.385 1.352 0.446 -0.124
H 1.038 -3.120 3.352 0.100
Se 1.966 -1.885 -0.103 1.022
C 3.394 -2.360 -1.334 -0.257
H -2.793 0.501 -0.431 0.123
C -2.344 2.518 -1.220 -0.115
H 4.265 -1.779 -1.049 0.050
H -0.064 0.657 -2.840 0.121
H -0.571 2.940 -3.067 0.136
Mn -0.264 -1.218 -0.431 -0.172
C -0.511 2.898 0.250 -0.115
C -0.135 2.736 -2.090 -0.115
H -1.164 3.313 1.017 0.136
H 0.790 3.304 -2.014 0.134
N -0.730 0.674 -0.843 -0.284
H 1.355 -1.447 2.837 0.087
H 3.047 -2.098 -2.330 0.048
C 1.120 -2.453 2.494 -0.472
H 3.159 -2.828 1.877 0.100
H 1.188 1.026 -1.643 0.118
H -2.366 0.513 -2.145 0.111
N -1.058 3.180 -1.059 -0.149
H -1.027 -0.392 3.126 0.037
Se -0.661 -2.432 1.661 1.036
H -2.785 2.819 -2.169 0.136
C 0.152 1.215 -1.930 -0.111
H 0.464 3.374 0.343 0.135
H -3.013 2.849 -0.427 0.134
H -1.081 0.990 1.205 0.109
H -1.723 -1.878 3.843 0.054
H 1.993 -4.023 1.256 0.096
H 0.635 1.068 0.725 0.117
H 3.573 -3.429 -1.264 0.056
```

total charge	+2
HOMO level (alpha / beta)	-14.8 / -14.9	eV
multiplicity	2
gap between HOMO and LUMO (alpha / beta)	0.2000 / 0.2378	hartree

***

Entry 9:
An isolated ion of composition C17H22N3O4 and charge +1, computed with wB97M-V/def2-TZVPD.

```
46
Properties=species:S:1:pos:R:3:lowdin_charge:R:1
C -1.464 1.505 -0.806 -0.163
C 3.484 -1.333 -1.202 -0.168
H 1.367 1.314 2.032 0.052
O 0.275 -0.266 -2.296 0.082
H -4.974 0.302 -1.311 0.146
C -2.396 -1.094 0.175 0.028
H 1.265 2.880 0.078 0.163
C -5.129 -1.213 0.204 -0.001
O -0.764 4.134 1.278 0.097
H -2.423 -2.597 1.677 0.129
H 2.538 1.029 -0.486 0.117
N 0.319 2.563 -0.046 0.191
C 2.277 -2.045 -0.574 -0.070
H 1.491 -2.187 -1.316 0.121
N -1.866 2.514 0.032 0.197
H 4.069 -2.069 -1.755 0.119
C 2.248 0.883 -1.529 -0.098
H 2.972 -0.838 3.508 0.130
H 1.237 -0.910 3.075 0.124
H 4.009 0.219 -2.572 0.119
H 2.532 -0.644 -3.005 0.118
C 1.709 -1.310 0.612 -0.486
H 3.120 1.385 2.326 0.085
C 2.218 -0.516 2.789 -0.189
C -0.097 1.524 -0.857 -0.127
O 0.550 -0.957 0.715 0.066
C -2.404 0.603 -1.533 -0.023
H 1.987 1.418 3.679 0.087
C 0.767 0.614 -1.615 -0.340
O 2.616 -1.122 1.554 0.013
C -0.758 3.206 0.521 -0.512
H -2.809 2.795 0.241 0.171
C 2.171 1.001 2.694 -0.050
C 3.094 -0.219 -2.171 -0.171
H 2.598 -3.022 -0.207 0.135
H -3.137 1.187 -2.096 0.145
H 4.119 -0.937 -0.407 0.118
N -3.111 -0.304 -0.634 -0.026
C -4.448 -0.353 -0.632 0.002
H -1.314 -1.013 0.137 0.113
H 2.415 1.831 -2.050 0.142
H -1.790 0.011 -2.226 0.138
C -3.024 -1.973 1.035 0.019
H -4.921 -2.721 1.720 0.128
C -4.410 -2.041 1.057 0.002
H -6.207 -1.232 0.185 0.126
```

total charge	+1
energy above the lowest of the compared OMol25 structures with the same formula, charge and spin	0.0	kcal per mole
HOMO level	-11.3	eV
gap between HOMO and LUMO	0.2693	hartree
structure (SMILES)	CCOC(=O)CCCCC(=O)c1[nH]c(=O)[nH]c1C[n+]1ccccc1

***

| no. | energy (eV) |
| --- | --- |
| 1 | -972362.733 |
| 2 | -81441.148 |
| 3 | -23540.828 |
| 4 | -25995.863 |
| 5 | -6446.287 |
| 6 | -15184.581 |
| 7 | -11145.458 |
| 8 | -186536.796 |
| 9 | -30641.681 |